11
Properties=species:S:1:pos:R:3:forces:R:3 method="wB97M-V/def2-TZVPD" mol_weight_da=120.1 orbital_gap_ev=10.03 lumo_energy_ev=-0.56 e_above_lowest_kj_mol=285.2 e_homo_ev=-10.59
C -1.21552 0.93232 0.43114 1.37 1.43 0.48
H 1.45967 0.59428 -0.05475 -0.25 0.61 0.29
O -2.41793 1.05188 0.49709 1.08 0.70 0.48
H -1.27001 -1.11154 -0.16216 1.57 1.08 -0.66
O -4.44532 0.11021 -1.28144 0.02 0.17 0.08
C 0.80477 -0.24984 -0.16198 -2.00 0.37 -0.22
C -0.54598 -0.21958 -0.17411 -0.02 -1.11 1.49
H 1.31672 -1.14356 -0.28116 0.80 -1.66 -0.54
O -4.33441 -1.19334 0.74725 0.37 -1.40 0.89
H -0.44462 1.69319 0.96259 -1.77 -1.08 -1.11
S -4.49015 0.07880 0.15277 -1.16 0.89 -1.17